# 1
ORCA calculation (the ωB97M-V functional and the def2-TZVPD basis) on a molecular structure, C5H9O3Tl in a non-equilibrium geometry.

The energy relative to the best compared isomer or geometry (same formula, charge and spin) is 48.0 kcal per mole. The HOMO energy is -0.24765 Ha. As for the HOMO-LUMO gap: 0.24593 Eh. The value obtained for the total energy is -16163.971 eV.

Each line ends with the natural charge from an NBO analysis.
Positions of all 18 atoms, in Å:
O: -0.7465 2.2334 0.3656  -0.744
C: -0.2275 1.1525 0.0880  1.035
O: 1.0352 0.9460 0.3566  -0.489
C: 1.7358 -0.1632 -0.2473  -0.077
C: -1.3036 -0.7509 0.1777  -0.335
H: -1.0246 -1.6653 -0.3723  0.147
C: -2.8071 -0.6820 0.3597  -0.691
H: -3.1439 -1.5611 0.9290  0.244
H: -3.1317 0.1860 0.9667  0.172
H: -3.3762 -0.6672 -0.5956  0.163
C: 3.1923 -0.0594 0.1300  -0.626
H: 1.5959 -0.1052 -1.3346  0.186
H: 1.2796 -1.0920 0.1158  0.212
H: 3.6493 0.8461 -0.2905  0.213
H: 3.7228 -0.9331 -0.2718  0.218
H: 3.3194 -0.0525 1.2206  0.221
Tl: -2.8123 2.0074 -0.7603  0.822
O: -0.9570 0.3603 -0.8373  -0.671

Atoms 1-6, force components in eV/Å:
0.16 0.26 0.89
-1.39 -1.23 -1.94
0.10 -0.16 -0.14
-0.34 -0.33 -0.19
0.03 0.09 0.02
-0.17 0.20 0.30

# 2
ORCA calculation (the ωB97M-V functional and the def2-TZVPD basis) on a gas-phase ion, C5H9O4S (charge -1) in a non-equilibrium geometry.

The energy relative to the best compared isomer or geometry (same formula, charge and spin) is 5.7 kcal per mole. The HOMO energy is -0.19644 Ha. As for the HOMO-LUMO gap: 0.33364 Eh. The value obtained for the total energy is -24356.499 eV. Its total charge is -1.

Each line ends with the natural charge from an NBO analysis.
Positions of all 19 atoms, in Å:
C: -1.7556 0.0214 1.1903  -0.437
C: -1.0657 0.2946 0.0898  0.046
C: -1.2838 1.6517 -0.6471  -0.674
C: 0.3441 -1.8010 -0.0031  -0.076
C: 0.2037 -0.4102 -0.4542  -0.556
O: 1.5829 0.9167 1.4702  -1.019
O: 2.8824 -0.1423 -0.3008  -1.007
O: 1.5018 1.8394 -0.7894  -1.026
O: 1.6024 -2.4318 -0.5151  -0.783
S: 1.6694 0.6176 0.0098  2.372
H: -1.5692 -1.0364 1.7064  0.203
H: -2.5023 0.7921 1.6276  0.200
H: -0.5888 2.4017 -0.1767  0.261
H: -2.2220 1.9266 -0.2263  0.194
H: -1.0304 1.7070 -1.7505  0.230
H: 0.2321 -1.9504 1.1532  0.171
H: -0.5201 -2.3806 -0.4399  0.166
H: 0.2755 -0.3967 -1.5413  0.237
H: 2.2436 -1.6196 -0.4028  0.496

Atoms 1-6, force components in eV/Å:
-0.40 -1.78 1.26
1.72 1.69 -1.78
1.58 -0.01 1.37
0.47 -3.36 0.91
-0.43 0.85 0.84
-0.25 -0.88 -1.86

# 3
ORCA calculation (the ωB97M-V functional and the def2-TZVPD basis) on a molecular structure, C5H9O5Pd in a non-equilibrium geometry.

As for the spin multiplicity: 4. The HOMO energy (spin up / spin down) is -0.28585 / -0.28403 Ha. As for the HOMO-LUMO gap (spin up / spin down): 0.27280 / 0.13230 Eh. The value obtained for the total energy is -19039.023 eV. As for the expectation value of S²: 3.754.

Each line ends with the natural charge from an NBO analysis.
Positions of all 20 atoms, in Å:
C: 3.8412 -0.6240 -0.9010  -0.672
C: 2.4919 -0.9440 -0.3033  -0.106
O: 1.7299 0.2438 -0.0243  -0.552
Pd: 2.4169 1.7605 0.0038  0.566
H: 4.3554 -1.5623 -1.1469  0.260
H: 3.7389 -0.0502 -1.8336  0.234
H: 4.4854 -0.0823 -0.1911  0.232
H: 2.6105 -1.5172 0.6281  0.216
H: 1.9095 -1.5645 -1.0017  0.217
C: 0.2503 -0.1100 0.4456  0.381
C: -0.4143 1.2569 0.3633  -0.121
O: -1.6033 1.2663 1.1145  -0.548
C: -2.6434 0.4766 0.6289  0.931
O: -2.3183 -0.7191 0.4076  -0.803
O: -3.6277 1.1039 0.2350  -0.689
O: 0.3750 -0.5347 1.7471  -0.653
H: -0.0151 -0.8524 -0.3175  0.225
H: -0.6254 1.4999 -0.6872  0.205
H: 0.2455 2.0103 0.8203  0.176
H: 0.4661 -1.5008 1.8017  0.498

Atoms 1-6, force components in eV/Å:
0.31 0.27 -0.08
0.40 -1.45 -0.32
-3.88 -10.15 -0.29
4.66 10.67 0.21
-0.19 0.18 0.08
0.09 -0.12 0.26

# 4
ORCA calculation (the ωB97M-V functional and the def2-TZVPD basis) on C5H9O7 in the gas phase in a non-equilibrium geometry.

The energy relative to the best compared isomer or geometry (same formula, charge and spin) is 75.3 kcal per mole. As for the spin multiplicity: 2. The HOMO energy (spin up / spin down) is -0.35769 / -0.35766 Ha. As for the HOMO-LUMO gap (spin up / spin down): 0.37020 / 0.28488 Eh. The value obtained for the total energy is -19651.256 eV. As for the expectation value of S²: 0.757.

Each line ends with the natural charge from an NBO analysis.
Positions of all 21 atoms, in Å:
H: 1.5546 0.4978 3.3785  0.452
O: 3.3389 -0.2442 -0.8971  -0.062
O: 2.2331 -0.1509 0.1614  -0.259
C: 1.3670 1.0268 -0.0515  -0.127
C: -0.1261 0.8022 0.3895  0.223
C: -0.9531 2.0789 0.2435  -0.660
C: -0.3077 0.2459 1.8971  -0.052
C: -1.7821 -0.0771 2.2291  0.453
O: -2.6694 0.7113 2.1718  -0.493
O: -0.1887 1.1530 2.9829  -0.269
O: 0.8367 0.7524 3.9838  -0.405
O: -0.7281 -0.2285 -0.3915  -0.291
O: -0.5763 0.1784 -1.8000  -0.459
H: 1.8183 1.8080 0.5856  0.197
H: 1.3154 1.3831 -1.0823  0.236
H: -0.6908 2.7761 1.0300  0.228
H: -0.7110 2.5682 -0.7028  0.218
H: -2.0365 1.8555 0.3191  0.264
H: 0.3645 -0.6225 1.8952  0.212
H: -1.7761 -1.1005 2.6896  0.114
H: -0.3607 -0.6946 -2.2488  0.481

Atoms 1-6, force components in eV/Å:
0.18 0.14 0.40
-4.08 0.62 3.58
2.49 0.16 -3.69
-0.02 0.31 0.89
0.22 0.39 1.10
0.25 0.23 -0.37

# 5
ORCA calculation (the ωB97M-V functional and the def2-TZVPD basis) on C5H9OP in the gas phase in a non-equilibrium geometry.

The energy relative to the best compared isomer or geometry (same formula, charge and spin) is 1.7 kcal per mole. The HOMO energy is -0.34915 Ha. As for the HOMO-LUMO gap: 0.38149 Eh. The value obtained for the total energy is -16666.816 eV.

Each line ends with the natural charge from an NBO analysis.
Positions of all 16 atoms, in Å:
C: -0.0335 -1.2560 -1.2213  -0.096
C: 0.0678 -1.6638 0.0394  -0.605
C: 0.4112 0.1219 -1.7107  -0.441
C: 0.7175 0.9926 -0.4025  -0.733
C: -0.3824 0.3195 2.2101  -0.983
O: 2.2683 -0.6186 1.3678  -1.076
P: 0.8698 -0.3474 0.9685  1.867
H: -0.4850 -1.8252 -2.0723  0.206
H: -0.3352 -2.5130 0.4931  0.240
H: 1.1839 0.0802 -2.4326  0.229
H: -0.4703 0.5171 -2.1758  0.217
H: 1.4871 1.6915 -0.4597  0.239
H: -0.0726 1.5667 0.0045  0.214
H: -0.2378 1.3752 2.5346  0.251
H: -1.3154 0.1905 1.7568  0.228
H: -0.2700 -0.4899 3.0936  0.243

Atoms 1-6, force components in eV/Å:
-0.28 -0.43 -1.86
0.26 2.35 -0.47
-1.08 0.50 3.15
-0.56 -3.51 0.00
2.72 -2.28 2.01
-0.19 -0.21 0.72

# 6
ORCA calculation (the ωB97M-V functional and the def2-TZVPD basis) on 2 unconnected molecules or ions with the total composition C5H9OP in a non-equilibrium geometry.

The energy relative to the best compared isomer or geometry (same formula, charge and spin) is 102.6 kcal per mole. The HOMO energy (spin up / spin down) is -0.28546 / -0.26746 Ha. As for the HOMO-LUMO gap (spin up / spin down): 0.26407 / 0.23694 Eh. The value obtained for the total energy is -16662.443 eV.

Each line ends with the natural charge from an NBO analysis.
Positions of all 16 atoms, in Å:
C: -1.3493 -2.3634 -0.4156  -0.536
C: -1.3590 -1.1541 0.1034  0.119
C: 1.5836 1.5879 0.1018  -0.610
C: -0.5979 0.0593 0.3695  -0.545
C: 0.7975 0.2233 -0.2591  -0.377
O: -4.0144 1.5166 -0.0109  -0.974
P: -4.3137 0.1267 0.1008  1.036
H: -2.1743 -2.9264 -0.7406  0.209
H: -0.4727 -2.8832 -0.4806  0.189
H: 2.5231 1.4119 -0.5534  0.216
H: 0.9407 2.4069 -0.2499  0.217
H: 1.8096 1.4797 1.1320  0.210
H: -1.2631 0.8392 -0.0347  0.239
H: -0.4478 0.1299 1.4631  0.223
H: 1.3838 -0.5852 0.0370  0.188
H: 0.6309 -0.0475 -1.3471  0.196

Atoms 1-6, force components in eV/Å:
-0.70 2.16 0.99
-1.10 -0.61 -1.05
-0.44 -3.18 -3.52
0.39 0.40 0.79
-1.09 0.74 -1.50
0.80 3.42 -0.27

# 7
ORCA calculation (the ωB97M-V functional and the def2-TZVPD basis) on C5H9OP in the gas phase in a non-equilibrium geometry.

The energy relative to the best compared isomer or geometry (same formula, charge and spin) is 45.5 kcal per mole. The HOMO energy is -0.32726 Ha. As for the HOMO-LUMO gap: 0.33634 Eh. The value obtained for the total energy is -16664.919 eV.

Each line ends with the natural charge from an NBO analysis.
Positions of all 16 atoms, in Å:
C: 0.3305 0.5032 -1.3265  -0.424
C: 0.3085 1.1349 0.0269  -0.166
C: -0.7554 -0.2211 -0.6061  -0.380
C: 1.3297 0.8014 1.0423  -0.655
C: -0.3891 -1.5999 -0.1376  -0.665
O: -2.9539 -0.1135 0.9982  -1.027
P: -2.3146 0.6631 -0.0739  1.299
H: 0.0543 1.0833 -2.3512  0.212
H: 1.1738 -0.0105 -1.4878  0.209
H: -0.2959 2.0101 0.0561  0.220
H: 2.2656 0.6719 0.5695  0.222
H: 1.0845 -0.2554 1.4729  0.223
H: 1.3185 1.3557 1.9979  0.243
H: 0.6105 -1.9423 -0.1109  0.217
H: -0.9336 -2.1704 -0.8758  0.237
H: -0.8333 -1.9104 0.8060  0.236

Atoms 1-6, force components in eV/Å:
-3.48 3.53 -2.21
-1.88 -1.39 -1.54
1.29 1.68 1.97
-1.63 -2.56 2.10
-2.25 -0.08 0.19
-0.24 -0.45 0.31

# 8
ORCA calculation (the ωB97M-V functional and the def2-TZVPD basis) on a molecular structure, C5H9P in a non-equilibrium geometry.

The energy relative to the best compared isomer or geometry (same formula, charge and spin) is 65.1 kcal per mole. The HOMO energy is -0.33513 Ha. As for the HOMO-LUMO gap: 0.34329 Eh. The value obtained for the total energy is -14615.499 eV.

Each line ends with the natural charge from an NBO analysis.
Positions of all 15 atoms, in Å:
C: -1.0032 1.9251 0.0773  -0.457
C: 1.5036 0.7220 -0.4070  -0.644
C: -0.3400 0.7939 0.2318  0.121
C: -0.7037 -1.6751 -0.2354  -0.605
C: -0.8400 -0.5211 0.7646  -0.486
P: 2.6097 -0.3352 0.2131  0.402
H: -2.0452 2.1709 0.4098  0.214
H: -0.6911 2.5884 -0.6388  0.201
H: 1.6984 1.6023 -1.0784  0.215
H: -0.9014 -2.7108 0.1468  0.220
H: -1.3048 -1.3317 -1.0432  0.205
H: 0.3052 -1.8035 -0.6543  0.214
H: -0.2474 -0.6969 1.7435  0.218
H: -1.9029 -0.5327 0.9179  0.222
H: 3.8628 -0.1954 -0.4477  -0.041

Atoms 1-6, force components in eV/Å:
-1.57 -1.07 0.56
-3.03 1.80 0.29
2.94 -1.06 -1.17
1.72 -0.65 0.24
2.16 -0.56 1.69
-0.74 -1.03 0.79

# 9
ORCA calculation (the ωB97M-V functional and the def2-TZVPD basis) on 2 unconnected molecules or ions with the total composition C5H9P in a non-equilibrium geometry.

The energy relative to the best compared isomer or geometry (same formula, charge and spin) is 74.1 kcal per mole. The HOMO energy is -0.31406 Ha. As for the HOMO-LUMO gap: 0.34929 Eh. The value obtained for the total energy is -14615.104 eV.

Each line ends with the natural charge from an NBO analysis.
Positions of all 15 atoms, in Å:
C: 2.9688 -2.2161 -0.8891  -0.222
C: 1.9349 -1.8814 -0.3892  -0.222
C: -1.3111 0.1978 -0.0211  -0.439
C: -0.1406 2.0519 1.1836  -0.661
C: -0.6398 0.6466 1.0556  -0.186
P: -2.1758 -1.4461 -0.0709  0.260
H: 3.8934 -2.4135 -1.2394  0.214
H: -3.1887 -0.8720 -0.8040  -0.014
H: 0.9991 -1.9387 0.0599  0.227
H: -1.2613 0.6858 -0.9120  0.197
H: -0.9210 2.7814 0.8450  0.216
H: -0.0590 2.2458 2.2322  0.215
H: 0.7771 2.4753 0.6248  0.227
H: -0.4197 0.0389 1.8722  0.188
H: -2.4074 -1.2804 1.3650  -0.001

Atoms 1-6, force components in eV/Å:
-1.94 0.88 0.98
0.68 -0.87 -0.37
0.95 -2.18 3.04
0.09 1.99 -1.31
-0.23 0.98 -2.88
2.08 0.37 1.07

# 10
ORCA calculation (the ωB97M-V functional and the def2-TZVPD basis) on C5H9P in the gas phase in a non-equilibrium geometry.

The energy relative to the best compared isomer or geometry (same formula, charge and spin) is 34.1 kcal per mole. As for the spin multiplicity: 3. The HOMO energy (spin up / spin down) is -0.21967 / -0.33855 Ha. As for the HOMO-LUMO gap (spin up / spin down): 0.23860 / 0.28923 Eh. The value obtained for the total energy is -14613.247 eV. As for the expectation value of S²: 2.018.

Each line ends with the natural charge from an NBO analysis.
Positions of all 15 atoms, in Å:
C: -1.2980 1.2677 0.7979  -0.584
C: 0.0666 -1.0822 0.4054  -0.473
C: -1.2257 -1.0328 -0.5173  -0.706
C: 0.7456 0.1348 0.5661  -0.057
C: 1.3993 0.8769 -0.5472  -0.686
P: -2.2637 0.5048 -0.2870  0.631
H: -1.1639 2.1194 1.4161  0.180
H: -0.4182 -1.3470 1.2986  0.213
H: 0.6169 -1.9580 0.0122  0.213
H: -0.7888 -1.0252 -1.5503  0.221
H: -1.6675 -1.9690 -0.5639  0.228
H: 1.1674 0.2915 1.4789  0.173
H: 1.6866 0.2187 -1.4085  0.207
H: 2.3902 1.3146 -0.2732  0.219
H: 0.7532 1.6859 -0.8278  0.221

Atoms 1-6, force components in eV/Å:
-2.80 -0.31 -0.49
-3.21 -2.22 -1.70
2.88 1.76 -1.45
3.27 0.49 -2.50
1.48 -0.80 -0.18
1.00 0.21 0.47

# 11
ORCA calculation (the ωB97M-V functional and the def2-TZVPD basis) on C5H9P3 in the gas phase in a non-equilibrium geometry.

The energy relative to the best compared isomer or geometry (same formula, charge and spin) is 0.0 kcal per mole. The HOMO energy is -0.31862 Ha. As for the HOMO-LUMO gap: 0.33817 Eh. The value obtained for the total energy is -33197.034 eV.

Each line ends with the natural charge from an NBO analysis.
Positions of all 17 atoms, in Å:
C: 0.3340 0.6464 -1.3000  -0.721
C: 1.1749 -0.7590 0.6178  -0.711
C: -0.6166 0.9063 0.9169  -0.717
C: -0.1132 -0.1538 -0.0349  -0.035
C: -1.2684 -1.1192 -0.3093  -0.625
P: 1.6899 1.8020 -0.7800  0.251
P: 2.2316 0.6922 1.0058  0.239
P: 0.6950 2.1882 1.1006  0.244
H: 0.7011 -0.1979 -2.0087  0.234
H: -0.5214 1.1633 -1.8407  0.243
H: 0.9981 -1.4419 1.4178  0.238
H: 1.6414 -1.2957 -0.2162  0.232
H: -1.5399 1.3189 0.4015  0.228
H: -0.9048 0.4149 1.9281  0.243
H: -1.5960 -1.6085 0.6296  0.215
H: -0.9142 -2.1124 -0.7784  0.222
H: -1.9916 -0.4439 -0.7499  0.221

Atoms 1-6, force components in eV/Å:
-0.23 -2.53 -1.16
-0.96 0.73 -2.33
-1.84 -0.33 0.53
0.42 0.11 0.54
1.76 -1.97 0.74
-0.17 0.20 -1.08

# 12
ORCA calculation (the ωB97M-V functional and the def2-TZVPD basis) on a gas-phase ion, C5HF2IN (charge +1) in a non-equilibrium geometry.

As for the spin multiplicity: 3. The HOMO energy (spin up / spin down) is -0.51436 / -0.55333 Ha. As for the HOMO-LUMO gap (spin up / spin down): 0.30313 / 0.23515 Eh. The value obtained for the total energy is -20212.756 eV. Its total charge is +1. As for the expectation value of S²: 2.035.

Each line ends with the natural charge from an NBO analysis.
Positions of all 10 atoms, in Å:
C: -1.7030 -1.4745 -0.0001  -0.164
C: -0.0787 0.0548 -0.0011  -0.006
C: -2.2068 -2.6682 -0.0025  0.678
C: -1.2829 0.8553 -0.0039  0.418
C: -2.3710 0.0453 0.0000  -0.210
N: -0.3433 -1.1934 0.0010  -0.209
F: -3.0939 -3.5399 -0.0044  -0.189
F: -1.3464 2.1570 -0.0099  -0.224
I: -4.3714 0.4467 0.0005  0.647
H: 0.9360 0.4231 0.0005  0.259

Atoms 1-6, force components in eV/Å:
-1.10 4.23 0.01
-0.30 1.60 0.00
1.60 -0.95 0.00
1.11 1.20 0.00
-2.08 -3.63 -0.01
0.16 -2.20 0.00